Record 1
ORCA calculation (ωB97M-V/def2-TZVPD) on the molecule CH3IN2O at a distorted geometry.

Properties
- E_HOMO (spin up / spin down): -8.7 / -8.5 eV
- Total charge: 0
- Gap between HOMO and LUMO (spin up / spin down): 8.038 / 6.739 eV

```
8
Properties=species:S:1:pos:R:3:forces:R:3
C -1.724611 -0.581198 0.280807 0.25 1.57 0.79
N 1.057963 0.380173 0.096264 3.65 0.35 -2.25
N 0.570560 1.425216 -0.481155 -0.39 -0.03 -0.29
O -2.750456 -1.016491 0.169212 -1.31 -0.73 -0.19
I 0.285680 -1.956684 -0.741159 1.10 -1.17 -0.68
H 2.135686 0.103728 -0.036931 -3.00 1.36 -0.52
H 0.882473 0.061488 0.984639 -1.85 -0.71 2.66
H -0.457294 1.583768 -0.271678 1.55 -0.66 0.48
```
Forces are in eV/Å.



Record 2
ORCA calculation (ωB97M-V/def2-TZVPD) on a cluster of 3 separate species, CH3IO3 in total at a distorted geometry.

Properties
- E_HOMO: -10.2 eV
- Total charge: 0
- Gap between HOMO and LUMO: 9.745 eV

```
8
Properties=species:S:1:pos:R:3:forces:R:3
C -1.867394 0.354183 -0.370123 0.40 1.70 0.87
O 1.627581 -0.220072 -1.889331 -1.14 -1.37 -3.59
O -1.189085 1.212858 -0.049043 -1.65 -1.08 -0.16
O 0.167211 -0.027742 -1.831279 0.26 -0.71 3.15
I -0.307589 -0.827818 3.220853 0.49 1.75 2.19
H -0.071289 -0.201820 -0.804065 1.83 0.21 -3.81
H 0.006671 0.320784 4.609443 -0.49 -1.78 -2.19
H 1.633895 -0.610373 -2.886454 0.29 1.27 3.54
```
Forces are in eV/Å.



Record 3
ORCA calculation (ωB97M-V/def2-TZVPD) on a cluster of 2 separate species, CH3IO3P in total at a distorted geometry.

Properties
- E_HOMO: -4.5 eV
- Total charge: -1
- Gap between HOMO and LUMO: 7.144 eV

```
9
Properties=species:S:1:pos:R:3:forces:R:3
C 0.609106 1.669917 0.680678 -1.42 2.64 -1.53
O 0.145610 3.153270 -1.790655 0.76 0.95 -0.08
O -2.129552 1.885558 -2.037747 1.25 -0.52 0.20
O 0.378325 0.659281 -0.196885 -0.74 -0.26 -2.51
P -0.642329 1.963230 -2.049903 -0.92 -1.25 1.39
I 0.091203 0.993872 -4.209140 0.07 -0.17 0.42
H 1.077579 2.562184 0.185390 0.25 -0.55 0.36
H 1.186628 1.463940 1.549123 0.59 -0.81 0.93
H -0.373056 2.111977 0.951161 0.17 -0.02 0.82
```
Forces are in eV/Å.



Record 4
ORCA calculation (ωB97M-V/def2-TZVPD) on the molecule CH3IO3S2 at a distorted geometry.

Properties
- E_HOMO: -10.0 eV
- Total charge: 0
- Gap between HOMO and LUMO: 8.431 eV

```
10
Properties=species:S:1:pos:R:3:forces:R:3
C -1.097360 -0.513417 0.064441 1.35 -0.59 -0.74
O 0.433099 0.255316 -2.025049 4.56 1.36 2.87
O 0.662696 0.314519 1.837931 -0.37 0.14 0.15
O -0.537991 2.028426 0.548192 -0.79 2.36 -0.50
S 1.600373 0.668330 -0.830326 -4.34 -1.12 -4.29
S 0.023737 0.751734 0.627861 -0.30 -1.71 1.67
I 2.644922 -1.208585 0.159512 0.55 -0.57 -0.35
H -2.124775 -0.294272 -0.170709 -0.43 0.72 1.04
H -0.764310 -0.689471 -0.977043 0.44 -0.48 0.55
H -0.840387 -1.312582 0.765189 -0.67 -0.12 -0.39
```
Forces are in eV/Å.



Record 5
ORCA calculation (ωB97M-V/def2-TZVPD) on a cluster of 2 separate species, CH3IOS in total at a distorted geometry.

Properties
- E_HOMO (spin up / spin down): -9.0 / -9.1 eV
- Total charge: 0
- Gap between HOMO and LUMO (spin up / spin down): 8.248 / 7.618 eV

```
7
Properties=species:S:1:pos:R:3:forces:R:3
C 0.666619 0.538585 -1.129150 1.43 3.54 1.63
O -2.010124 0.340300 1.547589 0.69 -0.38 0.03
S -0.584364 -0.059749 1.591161 -0.61 0.93 -0.18
I -0.316239 -2.421521 1.371206 -0.04 -0.44 -0.07
H 0.634188 -0.438522 -1.168791 -0.84 -4.85 -0.81
H 1.521961 0.819593 -0.526229 -0.13 0.73 -0.20
H 0.087958 1.221314 -1.685787 -0.49 0.47 -0.39
```
Forces are in eV/Å.



Record 6
ORCA calculation (ωB97M-V/def2-TZVPD) on the molecule CH3IOS at a distorted geometry.

Properties
- E_HOMO: -9.5 eV
- Total charge: 0
- Gap between HOMO and LUMO: 9.740 eV
- SMILES: SOCI

```
7
Properties=species:S:1:pos:R:3:forces:R:3
C -0.784293 0.205738 -0.149572 4.92 -0.44 1.00
O -0.033756 -0.172703 1.034681 -2.25 0.77 -0.39
S 1.144734 -1.323110 0.888603 -0.71 -0.18 -0.05
I 0.407067 1.800815 -1.097928 -0.41 -0.53 -0.05
H -0.909314 -0.607007 -0.780104 0.30 -1.52 -1.49
H -1.687217 0.626999 -0.026879 -2.92 1.64 1.57
H 1.862778 -0.530731 0.131201 1.08 0.27 -0.59
```
Forces are in eV/Å.



Record 7
ORCA calculation (ωB97M-V/def2-TZVPD) on a cluster of 2 separate species, CH3IOS2 in total at a distorted geometry.

Properties
- E_HOMO (spin up / spin down): -8.7 / -8.6 eV
- Total charge: 0
- Gap between HOMO and LUMO (spin up / spin down): 6.089 / 6.073 eV

```
8
Properties=species:S:1:pos:R:3:forces:R:3
C -0.728055 -0.426742 -1.103786 0.18 -0.56 -0.52
O -0.705113 0.725429 -0.279752 0.08 0.67 0.33
S 0.635929 1.605621 -0.249645 0.89 -1.34 1.70
S 2.181588 0.142391 1.829246 -0.93 1.02 -1.72
I 0.848934 0.120956 3.734219 -0.17 0.08 -0.04
H -0.572437 -0.155281 -2.152621 -0.01 0.00 0.15
H -1.708572 -0.879732 -0.981512 -0.01 0.04 0.04
H 0.047727 -1.132642 -0.796150 -0.03 0.09 0.06
```
Forces are in eV/Å.



Record 8
ORCA calculation (ωB97M-V/def2-TZVPD) on a cluster of 2 separate species, CH3IOS2 in total at a distorted geometry.

Properties
- E_HOMO (spin up / spin down): -9.3 / -8.9 eV
- Total charge: 0
- Gap between HOMO and LUMO (spin up / spin down): 7.765 / 6.999 eV

```
8
Properties=species:S:1:pos:R:3:forces:R:3
C -0.184900 2.623355 0.127677 -1.56 0.61 -0.61
O -0.185670 -4.572834 -1.575525 0.35 0.37 -1.68
S -0.384747 0.866512 0.184550 -0.16 -0.05 0.09
S -0.206281 -4.678074 -0.140875 -0.32 -0.36 1.98
I 1.506410 -3.420983 1.062686 -0.04 0.00 -0.30
H -1.046961 3.141352 -0.376653 0.56 -0.81 0.12
H 0.696801 2.927557 -0.352585 1.21 0.25 -0.88
H -0.194652 3.113114 1.070726 -0.04 -0.02 1.28
```
Forces are in eV/Å.



Going through the records in order, we get electronic energy values of -14210.4383 -15323.9817 -24619.6147 -36996.0231 -22065.7698 -22067.3132 -32901.5054 -32901.7452 eV.